# 1
Entry from the OMol25 dataset: a cluster of 3 separate species, C30H62FIN8O6P3 in total in a non-equilibrium geometry (the ωB97M-V functional and the def2-TZVPD basis).

Values from the calculation:
HOMO in Eh: -0.3364
Energy in Eh: -3490.8325
LUMO in eV: -5.1
Charge: +1

Bonds (Å) are listed after each position.
Cartesian coordinates (Å):
1 C 4.24207 3.75932 1.34446  C2 1.605, H28 1.137, H29 1.129, H30 1.127
2 C 4.10890 3.01052 -0.06919  C1 1.605, C3 1.605, H31 1.131, H32 1.132
3 C 3.52382 1.52302 0.07087  C2 1.605, C4 1.616, H33 1.131, H34 1.128
4 C 4.70912 0.42461 0.07925  C3 1.616, C5 1.594, H35 1.129, H36 1.132
5 C 4.15796 -0.83554 0.88567  C4 1.594, C6 1.596, H37 1.138, H38 1.132
6 C 3.99480 -2.15521 0.00305  C5 1.596, C7 1.618, H39 1.130, H40 1.130
7 C 2.74068 -2.03451 -1.01209  C6 1.618, C8 1.583, H41 1.127, H42 1.128
8 C 1.61749 -2.99961 -0.45291  C7 1.583, C9 1.617, H43 1.135, H44 1.142
9 C 0.27226 -2.91214 -1.34628  C8 1.617, C10 1.585, H45 1.132, H46 1.137
10 C -0.36235 -1.48646 -1.06741  C9 1.585, C11 1.569, H47 1.141, H48 1.141
11 C -1.60010 -1.45477 -0.10444  C10 1.569, C12 1.479, C24 1.533
12 C -1.87012 -2.36465 1.02951  C11 1.479, N13 1.461, N16 1.423
13 N -0.94261 -3.44099 1.37048  C12 1.461, C14 1.283
14 C -0.50588 -3.17158 2.54635  N13 1.283, O15 1.158
15 O -0.01072 -3.30229 3.58486  C14 1.158
16 N -3.02342 -2.26066 1.85645  C12 1.423, C17 1.393, H49 1.032
17 C -3.98020 -1.26205 1.68974  N16 1.393, O18 1.397, C19 1.497
18 O -5.06080 -1.27517 2.57551  C17 1.397, H50 0.981
19 C -3.82137 -0.24353 0.60399  C17 1.497, C20 1.571, C24 1.527
20 C -4.93593 0.86244 0.54586  C19 1.571, C21 1.593, H51 1.130, H52 1.125
21 C -4.31103 2.28845 0.88119  C20 1.593, O22 1.197, F23 1.394
22 O -3.48858 2.46714 1.73184  C21 1.197
23 F -4.77693 3.40029 0.18093  C21 1.394
24 C -2.61918 -0.33242 -0.33322  C11 1.533, C19 1.527, P25 1.911
25 P -2.38712 0.95650 -1.72499  C24 1.911, O26 1.692, I27 2.481
26 O -3.89583 1.49612 -2.26897  P25 1.692, H53 0.983
27 I -1.16892 2.83930 -0.66433  P25 2.481
28 H 3.87252 3.06707 2.16709  C1 1.137
29 H 3.54742 4.64915 1.30894  C1 1.129
30 H 5.31770 4.06348 1.49083  C1 1.127
31 H 5.09765 2.96613 -0.61620  C2 1.131
32 H 3.35573 3.58446 -0.68861  C2 1.132
33 H 2.90828 1.30059 -0.85177  C3 1.131
34 H 2.86084 1.45953 0.98107  C3 1.128
35 H 5.54818 0.89498 0.67027  C4 1.129
36 H 5.02387 0.14814 -0.97271  C4 1.132
37 H 4.89998 -1.08793 1.71137  C5 1.138
38 H 3.16718 -0.62763 1.39302  C5 1.132
39 H 4.92728 -2.40775 -0.58246  C6 1.130
40 H 3.79135 -3.00264 0.72300  C6 1.130
41 H 2.46555 -0.94203 -1.01495  C7 1.127
42 H 3.04743 -2.38179 -2.04025  C7 1.128
43 H 1.96440 -4.07392 -0.33465  C8 1.135
44 H 1.33701 -2.60720 0.58198  C8 1.142
45 H -0.40380 -3.78528 -1.09911  C9 1.132
46 H 0.62075 -3.00820 -2.42440  C9 1.137
47 H 0.38161 -0.72363 -0.65797  C10 1.141
48 H -0.66933 -1.06455 -2.08171  C10 1.141
49 H -3.14692 -2.94062 2.62283  N16 1.032
50 H -4.73496 -0.90126 3.42203  O18 0.981
51 H -5.72676 0.68573 1.33332  C20 1.130
52 H -5.47114 0.93864 -0.44059  C20 1.125
53 H -4.48671 0.71693 -2.37374  O26 0.983
54 O 8.18797 1.79901 -0.94238  P55 1.536
55 P 9.38582 2.60193 -1.47198  O54 1.536, N56 1.724, N59 1.758, N62 1.751
56 N 8.44336 3.24215 -2.76628  P55 1.724, C57 1.448, C58 1.465
57 C 8.74972 3.35526 -4.17687  N56 1.448, H65 1.097, H66 1.093, H67 1.085
58 C 7.47008 4.25875 -2.35957  N56 1.465, H68 1.096, H69 1.093, H70 1.093
59 N 10.21290 1.13084 -1.96457  P55 1.758, C60 1.456, C61 1.473
60 C 10.23341 0.64134 -3.33588  N59 1.456, H71 1.100, H72 1.094, H73 1.086
61 C 9.89663 -0.04730 -1.13847  N59 1.473, H74 1.095, H75 1.090, H76 1.095
62 N 10.77817 3.54357 -1.96385  P55 1.751, C63 1.460, C64 1.448
63 C 10.68782 4.99274 -1.81266  N62 1.460, H77 1.097, H78 1.095, H79 1.089
64 C 11.96058 3.13642 -2.69411  N62 1.448, H80 1.093, H81 1.090, H82 1.096
65 H 9.54499 4.07768 -4.39699  C57 1.097
66 H 7.87299 3.66826 -4.74990  C57 1.093
67 H 9.01363 2.40203 -4.62411  C57 1.085
68 H 7.95954 5.19497 -2.06615  C58 1.096
69 H 6.87446 3.91860 -1.50845  C58 1.093
70 H 6.75737 4.49527 -3.15350  C58 1.093
71 H 9.22531 0.38492 -3.69450  C60 1.100
72 H 10.84696 -0.26114 -3.41333  C60 1.094
73 H 10.69179 1.33606 -4.03422  C60 1.086
74 H 8.92549 -0.47991 -1.40244  C61 1.095
75 H 9.88905 0.19958 -0.07694  C61 1.090
76 H 10.65086 -0.82983 -1.27547  C61 1.095
77 H 10.20644 5.46203 -2.67896  C63 1.097
78 H 11.67189 5.46270 -1.71177  C63 1.095
79 H 10.12398 5.25768 -0.91917  C63 1.089
80 H 11.78296 3.13253 -3.77285  C64 1.093
81 H 12.33753 2.16491 -2.37614  C64 1.090
82 H 12.79692 3.82233 -2.52030  C64 1.096
83 O -10.85853 -3.32921 -0.07285  P84 1.531
84 P -10.94261 -2.26327 1.02301  O83 1.531, N85 1.733, N88 1.756, N91 1.751
85 N -9.22521 -2.25071 1.25138  P84 1.733, C86 1.446, C87 1.464
86 C -8.45808 -2.27499 2.47675  N85 1.446, H94 1.098, H95 1.093, H96 1.086
87 C -8.46812 -1.61790 0.16987  N85 1.464, H97 1.098, H98 1.093, H99 1.094
88 N -11.71927 -3.38482 2.12888  P84 1.756, C89 1.456, C90 1.475
89 C -11.01507 -4.07223 3.20244  N88 1.456, H100 1.100, H101 1.094, H102 1.087
90 C -12.52747 -4.42584 1.46756  N88 1.475, H103 1.095, H104 1.090, H105 1.095
91 N -11.13997 -0.97664 2.19491  P84 1.751, C92 1.459, C93 1.448
92 C -10.61846 0.33742 1.83395  N91 1.459, H106 1.097, H107 1.095, H108 1.089
93 C -11.57064 -1.04081 3.57628  N91 1.448, H109 1.093, H110 1.089, H111 1.095
94 H -8.55118 -1.35580 3.06953  C86 1.098
95 H -7.39192 -2.41434 2.27850  C86 1.093
96 H -8.70513 -3.12217 3.10914  C86 1.086
97 H -8.61959 -0.53084 0.14793  C87 1.098
98 H -8.77485 -2.01588 -0.80133  C87 1.093
99 H -7.39204 -1.80092 0.25002  C87 1.094
100 H -10.23463 -4.74468 2.81578  C89 1.100
101 H -11.70856 -4.68078 3.78979  C89 1.094
102 H -10.57235 -3.39616 3.92923  C89 1.087
103 H -11.90281 -5.22737 1.06010  C90 1.095
104 H -13.12943 -4.01093 0.65962  C90 1.090
105 H -13.22428 -4.88370 2.17760  C90 1.095
106 H -9.55282 0.43281 2.07796  C92 1.097
107 H -11.13152 1.14818 2.36189  C92 1.095
108 H -10.74718 0.52970 0.76939  C92 1.089
109 H -10.74369 -1.30275 4.24197  C93 1.093
110 H -12.40071 -1.73022 3.72628  C93 1.089
111 H -11.95369 -0.07500 3.92336  C93 1.095

Results of the Löwdin charge analysis, in e, for atoms 1 through 6: -0.109, -0.243, -0.228, -0.178, -0.215, -0.200



# 2
Entry from the OMol25 dataset: a cluster of 3 separate species, C30H62FN2O9P2 in total in a non-equilibrium geometry (the ωB97M-V functional and the def2-TZVPD basis).

Values from the calculation:
HOMO in Eh: -0.1563
Energy in Eh: -2749.2203
LUMO in eV: 2.1
Charge: -1

Bonds (Å) are listed after each position.
Cartesian coordinates (Å):
1 C -3.30061 0.91904 1.03140  C2 1.612, H27 1.156, H28 1.152, H29 1.157
2 C -3.62206 0.10899 -0.32512  C1 1.612, C3 1.604, H30 1.143, H31 1.156
3 C -3.00905 0.76733 -1.65267  C2 1.604, C4 1.631, H32 1.158, H33 1.141
4 C -1.42684 1.13952 -1.51205  C3 1.631, C5 1.606, H34 1.140, H35 1.157
5 C -0.62216 -0.25032 -1.49594  C4 1.606, C6 1.605, H36 1.145, H37 1.153
6 C 0.49470 -0.41005 -2.63784  C5 1.605, P7 1.894, O11 1.474, C18 1.648
7 P 0.16273 0.32042 -4.35305  C6 1.894, O8 1.538, O9 1.737, O10 1.704
8 O 0.52748 1.81416 -4.32513  P7 1.538
9 O -1.55253 0.22243 -4.60991  P7 1.737, H38 0.992
10 O 0.95180 -0.47599 -5.63637  P7 1.704, H39 0.993
11 O 1.55178 0.48272 -2.12889  C6 1.474, P12 1.766
12 P 3.05323 -0.36533 -1.74897  O11 1.766, C13 1.943, O17 1.765, H40 1.443, H41 1.465, H42 1.448
13 C 3.93214 1.30797 -1.29962  P12 1.943, F14 1.476, C15 1.599, H43 1.157
14 F 3.09142 1.88785 -0.23393  C13 1.476
15 C 5.39352 1.05030 -0.70503  C13 1.599, C16 1.610, H44 1.157, H45 1.156
16 C 5.86664 2.10548 0.41549  C15 1.610, H46 1.158, H47 1.156, H48 1.146
17 O 2.41524 -2.01085 -1.71512  P12 1.765, C18 1.464
18 C 1.25262 -1.87245 -2.59414  C6 1.648, O17 1.464, C19 1.607, H49 1.162
19 C 0.34944 -3.19154 -2.75806  C18 1.607, C20 1.592, H50 1.157, H51 1.145
20 C 0.14564 -4.04226 -1.42751  C19 1.592, C21 1.575, C26 1.542
21 C 0.31322 -5.60400 -1.53725  C20 1.575, C22 1.551, H52 1.152
22 C 0.08504 -6.51325 -0.30143  C21 1.551, C23 1.551, H53 1.147
23 C -0.30844 -5.94953 1.08944  C22 1.551, C24 1.566, H54 1.142
24 C -0.47010 -4.39870 1.23043  C23 1.566, C25 1.619, C26 1.573
25 C -0.90621 -3.68475 2.61632  C24 1.619, H55 1.157, H56 1.140, H57 1.156
26 C -0.23699 -3.49675 -0.03665  C20 1.542, C24 1.573, H58 1.136
27 H -2.21641 0.75622 1.39869  C1 1.156
28 H -3.99127 0.53351 1.86875  C1 1.152
29 H -3.53639 2.04755 0.93889  C1 1.157
30 H -3.27549 -0.96747 -0.15957  C2 1.143
31 H -4.77277 0.08573 -0.43395  C2 1.156
32 H -3.04980 -0.03261 -2.48932  C3 1.158
33 H -3.63952 1.64056 -2.03026  C3 1.141
34 H -1.14710 1.85157 -2.35671  C4 1.140
35 H -1.21932 1.71771 -0.53142  C4 1.157
36 H -1.33137 -1.14877 -1.52154  C5 1.145
37 H -0.06045 -0.29006 -0.48943  C5 1.153
38 H -1.82241 -0.73178 -4.61993  O9 0.992
39 H 0.21825 -0.72073 -6.25980  O10 0.993
40 H 3.31927 -0.31469 -3.16614  P12 1.443
41 H 4.34514 -1.05500 -1.70228  P12 1.465
42 H 2.84415 -0.43026 -0.31798  P12 1.448
43 H 3.94418 2.03215 -2.20166  C13 1.157
44 H 6.15041 1.08767 -1.57981  C15 1.157
45 H 5.51602 0.00058 -0.23621  C15 1.156
46 H 5.97436 1.52720 1.41341  C16 1.158
47 H 6.93970 2.43828 0.14338  C16 1.156
48 H 5.16527 2.99871 0.56877  C16 1.146
49 H 1.79020 -1.84079 -3.62424  C18 1.162
50 H 0.91655 -3.87925 -3.49578  C19 1.157
51 H -0.63123 -2.92055 -3.28408  C19 1.145
52 H 0.57443 -6.07526 -2.55529  C21 1.152
53 H 0.17968 -7.65159 -0.40036  C22 1.147
54 H -0.50946 -6.57640 2.02261  C23 1.142
55 H -1.34093 -2.65296 2.32467  C25 1.157
56 H -0.02239 -3.47753 3.30664  C25 1.140
57 H -1.74747 -4.28352 3.13522  C25 1.156
58 H -0.37165 -2.38068 0.12961  C26 1.136
59 C 6.64146 6.94255 -4.44938  O60 1.419, H68 1.092, H69 1.093, H70 1.094
60 O 6.02471 7.84385 -3.54369  C59 1.419, C61 1.430
61 C 4.67009 8.14814 -3.88438  O60 1.430, C62 1.530, H71 1.096, H72 1.095
62 C 3.70753 7.53904 -2.86220  C61 1.530, N63 1.462, H73 1.095, H74 1.095
63 N 3.66937 6.08203 -2.97158  C62 1.462, C64 1.466, H75 1.013
64 C 2.98978 5.42043 -1.85417  N63 1.466, C65 1.537, H76 1.094, H77 1.095
65 C 3.59751 5.58660 -0.45256  C64 1.537, O66 1.425, H78 1.095, H79 1.096
66 O 4.86079 4.94873 -0.28750  C65 1.425, C67 1.418
67 C 5.96903 5.71482 -0.72869  O66 1.418, H80 1.093, H81 1.091, H82 1.093
68 H 7.70428 6.89301 -4.20527  C59 1.092
69 H 6.22177 5.93854 -4.34979  C59 1.093
70 H 6.53937 7.29013 -5.48181  C59 1.094
71 H 4.42106 7.83718 -4.90536  C61 1.096
72 H 4.57553 9.23772 -3.83970  C61 1.095
73 H 2.70306 7.94011 -3.03031  C62 1.095
74 H 4.04184 7.85525 -1.86824  C62 1.095
75 H 4.61833 5.72951 -3.01896  N63 1.013
76 H 2.97641 4.35142 -2.08772  C64 1.094
77 H 1.94502 5.74886 -1.83237  C64 1.095
78 H 2.92422 5.08473 0.24992  C65 1.095
79 H 3.64220 6.63229 -0.12786  C65 1.096
80 H 5.81837 6.78840 -0.58942  C67 1.093
81 H 6.19045 5.48935 -1.77271  C67 1.091
82 H 6.84095 5.41273 -0.14342  C67 1.093
83 C -7.59233 -5.30398 6.89570  O84 1.419, H92 1.092, H93 1.093, H94 1.094
84 O -6.34395 -4.65369 7.07122  C83 1.419, C85 1.430
85 C -5.23218 -5.43644 6.62947  O84 1.430, C86 1.530, H95 1.096, H96 1.094
86 C -4.60093 -4.81825 5.37987  C85 1.530, N87 1.462, H97 1.094, H98 1.095
87 N -5.47838 -4.95545 4.21802  C86 1.462, C88 1.465, H99 1.013
88 C -5.06528 -4.15062 3.06544  N87 1.465, C89 1.538, H100 1.095, H101 1.095
89 C -5.04866 -2.62218 3.23514  C88 1.538, O90 1.425, H102 1.095, H103 1.095
90 O -6.34019 -2.04148 3.39799  C89 1.425, C91 1.419
91 C -6.83372 -2.06309 4.72795  O90 1.419, H104 1.093, H105 1.091, H106 1.093
92 H -8.35676 -4.70870 7.39849  C83 1.092
93 H -7.85404 -5.37053 5.83658  C83 1.093
94 H -7.58240 -6.30272 7.34217  C83 1.094
95 H -5.50467 -6.48517 6.46505  C85 1.096
96 H -4.49366 -5.41088 7.43647  C85 1.094
97 H -3.64855 -5.31652 5.17385  C86 1.094
98 H -4.39684 -3.76577 5.60236  C86 1.095
99 H -6.41749 -4.67767 4.47880  N87 1.013
100 H -5.76047 -4.38985 2.25458  C88 1.095
101 H -4.07544 -4.48559 2.73757  C88 1.095
102 H -4.65519 -2.20001 2.30445  C89 1.095
103 H -4.36748 -2.28786 4.02477  C89 1.095
104 H -6.03828 -1.96957 5.47119  C91 1.093
105 H -7.41525 -2.96999 4.89889  C91 1.091
106 H -7.51484 -1.21737 4.84790  C91 1.093

Results of the Löwdin charge analysis, in e, for atoms 1 through 6: -0.145, -0.264, -0.217, -0.174, -0.141, -0.409